[1]
Molecular formula: C42H47MnNPSi2
Method: DFT, ωB97M-V/def2-TZVPD

Last column: Mulliken spin population.
Element x y z (Å)
Mn 3.291 -14.666 15.905  4.15
C 5.641 -14.723 23.437  0.00
C 4.967 -13.813 22.684  0.00
C 4.682 -14.118 21.363  0.00
C 5.081 -15.312 20.735  0.01
C 5.807 -16.221 21.544  0.00
C 6.125 -15.900 22.827  0.00
P 5.051 -15.320 18.859  0.06
C 6.465 -16.412 18.473  -0.01
C 6.445 -17.506 17.588  0.00
C 7.518 -18.383 17.577  0.00
C 8.563 -18.345 18.466  0.00
C 8.655 -17.180 19.236  0.00
C 7.660 -16.247 19.206  0.00
C 3.680 -16.372 18.339  -0.10
C 3.484 -17.527 19.058  -0.04
C 2.562 -18.544 18.747  0.06
C 1.776 -18.282 17.612  -0.03
C 1.854 -17.064 16.969  0.02
C 2.857 -16.062 17.248  -0.25
H 5.797 -14.654 24.552  0.00
H 4.582 -12.863 23.066  0.00
H 4.002 -13.437 20.811  0.00
H 6.126 -17.168 21.098  0.00
H 6.722 -16.609 23.391  0.00
H 5.579 -17.654 16.893  0.00
H 7.409 -19.186 16.884  0.00
H 9.246 -19.176 18.717  0.00
H 9.520 -17.090 19.876  0.00
H 7.789 -15.379 19.858  0.00
H 4.120 -17.750 19.913  0.00
H 2.445 -19.466 19.288  0.00
H 0.934 -18.925 17.293  0.00
H 1.204 -16.864 16.133  0.00
C 1.498 -14.082 15.247  -0.12
Si 1.999 -12.823 13.950  0.04
C 3.759 -12.184 14.519  0.00
N 4.395 -12.915 15.674  -0.10
C 5.824 -13.369 15.431  0.06
C 6.844 -12.229 15.560  0.01
C 6.383 -11.097 16.514  0.00
C 5.368 -11.594 17.570  0.01
C 4.131 -12.188 16.980  0.02
C 0.862 -11.349 13.985  0.00
C -0.358 -11.416 14.780  0.00
C -1.280 -10.372 14.792  0.00
C -1.117 -9.396 13.772  0.00
C 0.053 -9.293 13.065  0.00
C 1.100 -10.206 13.275  0.00
C 1.878 -13.344 12.144  0.00
C 2.737 -13.164 11.063  0.00
C 2.337 -13.548 9.767  0.00
C 1.082 -14.161 9.556  0.00
C 0.203 -14.300 10.655  0.00
C 0.586 -13.878 11.933  0.00
H 1.036 -14.902 14.746  0.01
H 0.808 -13.622 15.983  0.07
H 3.612 -11.163 14.821  -0.01
H 4.430 -12.123 13.667  0.00
H 5.850 -13.814 14.412  0.00
H 6.014 -14.159 16.177  0.03
H 7.133 -11.841 14.559  0.00
H 7.794 -12.702 15.913  0.00
H 5.895 -10.317 15.955  0.00
H 7.310 -10.666 17.027  0.00
H 5.168 -10.703 18.184  0.00
H 5.993 -12.326 18.201  0.00
H 3.335 -11.473 16.764  0.01
H 3.646 -12.883 17.740  0.04
H -0.414 -12.229 15.530  -0.01
H -2.140 -10.359 15.433  0.00
H -1.836 -8.634 13.638  0.00
H 0.110 -8.529 12.276  0.00
H 2.053 -9.985 12.819  0.00
H 3.695 -12.671 11.238  0.00
H 3.027 -13.445 8.963  0.00
H 0.848 -14.440 8.519  0.00
H -0.735 -14.761 10.556  0.00
H -0.116 -13.835 12.721  0.00
C 2.619 -19.723 13.001  0.00
Si 3.974 -18.421 12.559  0.00
C 3.720 -17.764 10.771  0.00
C 5.743 -18.889 12.561  0.00
C 3.697 -16.997 13.758  0.47
C 3.597 -16.127 14.645  -0.43
H 1.701 -19.368 12.578  0.00
H 2.362 -19.861 14.074  0.00
H 2.820 -20.717 12.531  0.00
H 3.550 -18.517 10.037  0.00
H 4.550 -17.142 10.431  0.00
H 2.914 -17.032 10.778  0.00
H 6.012 -19.386 11.568  0.00
H 6.085 -19.530 13.345  0.00
H 6.291 -17.913 12.586  0.00

Properties
multiplicity: 5
HOMO (alpha / beta): -7.1 / -8.1 eV
net charge: 0
strongest force on any atom: 3.44 eV/A

[2]
Molecular formula: C42H47N4O
Method: DFT, ωB97M-V/def2-TZVPD

Last column: Löwdin charge in e.
Element x y z (Å)
C -0.385 -4.484 4.401  0.00
N -0.490 -3.329 3.530  -0.03
C -1.007 -2.160 4.011  -0.37
O -1.518 -1.999 5.119  0.11
C -0.842 -1.101 2.917  -0.14
C -0.197 0.185 3.497  -0.07
C -1.143 0.854 4.434  -0.19
C -2.342 1.453 4.084  -0.04
N -2.979 1.896 5.224  0.08
C -2.200 1.596 6.342  -0.19
C -2.433 1.804 7.696  -0.02
C -1.471 1.337 8.609  -0.08
C -0.296 0.706 8.156  -0.08
C -0.060 0.518 6.786  -0.03
C -1.020 0.945 5.873  -0.14
N -0.078 -1.826 1.887  0.06
C 0.133 -1.298 0.653  0.04
C 1.164 -1.666 -0.230  -0.06
C 1.291 -1.445 -1.621  0.04
C 2.361 -2.137 -2.390  -0.19
C 2.924 -1.693 -3.632  -0.03
C 4.234 -2.040 -4.008  -0.05
C 4.907 -3.072 -3.351  -0.06
C 4.264 -3.725 -2.297  -0.06
C 2.997 -3.295 -1.863  -0.03
C 0.361 -3.153 2.349  -0.46
C 1.844 -3.161 2.775  0.02
C 0.103 -4.293 1.358  0.01
H -1.152 -4.401 5.174  0.10
H -0.545 -5.400 3.822  0.09
H 0.610 -4.554 4.869  0.10
H -1.861 -0.848 2.549  0.17
H 0.748 -0.039 4.019  0.12
H 0.063 0.849 2.655  0.12
H -2.773 1.535 3.091  0.12
H -3.856 2.405 5.220  0.16
H -3.343 2.321 8.001  0.11
H -1.630 1.467 9.677  0.10
H 0.444 0.366 8.880  0.10
H 0.844 0.057 6.387  0.11
H -0.557 -0.476 0.400  0.16
H 2.059 -2.113 0.242  0.10
H 0.550 -0.833 -2.146  0.12
H 2.342 -1.071 -4.322  0.12
H 4.738 -1.528 -4.836  0.12
H 5.897 -3.408 -3.659  0.12
H 4.753 -4.574 -1.816  0.11
H 2.488 -3.872 -1.089  0.10
H 1.998 -2.552 3.678  0.10
H 2.151 -4.192 3.005  0.10
H 2.490 -2.791 1.974  0.07
H -0.968 -4.377 1.131  0.11
H 0.659 -4.133 0.429  0.07
H 0.439 -5.236 1.811  0.09
C -4.512 0.382 -6.026  -0.08
C -4.967 0.476 -4.720  -0.03
C -4.186 1.103 -3.721  -0.16
C -4.731 1.404 -2.447  -0.04
C -4.020 2.186 -1.542  -0.08
C -2.702 2.594 -1.832  -0.05
C -2.097 2.270 -3.045  -0.15
C -0.731 2.858 -3.340  -0.12
C 0.516 1.978 -3.451  -0.27
C 1.623 2.845 -4.102  -0.10
C 2.614 3.345 -3.014  -0.26
C 1.862 3.728 -1.692  -0.13
C 1.199 2.475 -1.102  -0.15
N 1.061 1.387 -2.160  -0.09
C 2.470 1.012 -2.498  -0.23
C 3.474 2.126 -2.661  -0.13
C -2.847 1.561 -4.041  -0.11
C -2.412 1.422 -5.377  -0.03
C -3.238 0.876 -6.357  -0.07
H -5.149 -0.061 -6.789  0.11
H -5.952 0.102 -4.437  0.11
H -5.743 1.056 -2.210  0.11
H -4.486 2.494 -0.600  0.10
H -2.151 3.210 -1.116  0.10
H -0.838 3.362 -4.319  0.12
H -0.518 3.668 -2.621  0.11
H 0.289 1.105 -4.086  0.14
H 2.162 2.226 -4.832  0.12
H 1.199 3.704 -4.647  0.12
H 3.200 4.198 -3.383  0.14
H 2.620 4.097 -0.987  0.11
H 1.149 4.548 -1.845  0.11
H 1.831 2.059 -0.301  0.12
H 0.221 2.679 -0.648  0.10
H 2.778 0.251 -1.774  0.11
H 2.404 0.536 -3.468  0.07
H 4.164 1.838 -3.464  0.12
H 4.057 2.263 -1.753  0.12
H -1.426 1.792 -5.655  0.10
H -2.897 0.825 -7.391  0.11

Properties
HOMO: -9.7 eV
net charge: +1
strongest force on any atom: 2.73 eV/A

[3]
Molecular formula: C42H47N6P2Sr
Method: DFT, ωB97M-V/def2-TZVPD

Last column: Löwdin charge in e.
Element x y z (Å)
Sr 0.595 -0.578 1.296  1.28
C 1.727 2.517 2.203  -0.16
C 2.520 1.819 3.358  -0.19
N 1.946 0.587 3.888  -0.05
C 0.813 0.699 4.832  -0.21
C -0.322 -0.251 4.682  -0.21
N -1.071 -0.029 3.429  -0.13
C -1.667 1.284 3.334  -0.21
C -0.840 2.427 2.649  -0.16
N 0.347 1.938 1.910  -0.17
H 2.211 2.365 1.262  0.09
H 1.673 3.569 2.345  0.10
H 2.748 2.637 4.038  0.11
H 3.520 1.671 2.866  0.13
H 2.473 -0.247 3.891  0.10
H 0.329 1.716 4.873  0.13
H 1.172 0.666 5.863  0.12
H -1.038 -0.121 5.537  0.14
H 0.001 -1.289 4.785  0.12
H -1.727 -0.794 3.264  0.06
H -2.370 1.529 4.148  0.13
H -2.476 1.079 2.639  0.10
H -0.571 3.200 3.379  0.12
H -1.496 2.827 1.898  0.11
H 0.281 2.173 0.967  -0.01
N -0.039 0.886 -2.565  -0.41
P -0.345 2.465 -1.991  0.97
C 0.602 3.422 -3.204  -0.38
C 0.238 3.600 -4.564  -0.06
C 1.132 4.260 -5.422  -0.06
C 2.400 4.584 -4.965  -0.09
C 2.751 4.424 -3.661  -0.09
C 1.866 3.817 -2.768  -0.11
C -2.107 2.761 -2.466  -0.40
C -2.678 3.969 -2.129  -0.12
C -4.047 4.179 -2.219  -0.09
C -4.895 3.237 -2.783  -0.08
C -4.347 2.045 -3.261  -0.05
C -2.942 1.840 -3.057  -0.10
P 0.791 -0.186 -1.558  0.85
C 2.163 -0.759 -2.540  -0.36
C 1.922 -0.929 -3.912  -0.08
C 3.004 -1.156 -4.751  -0.06
C 4.296 -1.121 -4.266  -0.06
C 4.527 -1.152 -2.898  -0.04
C 3.455 -0.927 -2.046  -0.07
C -0.269 -1.630 -1.454  -0.40
C -1.624 -1.326 -1.652  -0.12
C -2.561 -2.323 -1.780  -0.07
C -2.134 -3.646 -1.636  -0.07
C -0.822 -3.964 -1.402  -0.08
C 0.117 -2.979 -1.336  -0.09
H 0.163 0.785 -3.560  0.07
H -0.768 3.386 -4.884  0.10
H 0.807 4.328 -6.441  0.10
H 3.065 5.119 -5.646  0.12
H 3.740 4.675 -3.270  0.11
H 2.128 3.713 -1.728  0.08
H -2.104 4.781 -1.644  0.12
H -4.455 5.094 -1.895  0.09
H -6.015 3.404 -2.867  0.13
H -4.883 1.335 -3.801  0.08
H -2.627 0.839 -3.359  0.09
H 0.913 -0.962 -4.248  0.10
H 2.764 -1.207 -5.772  0.09
H 5.110 -1.364 -4.950  0.12
H 5.509 -1.225 -2.572  0.09
H 3.656 -0.783 -1.018  0.05
H -1.810 -0.311 -1.760  0.04
H -3.551 -2.025 -2.058  0.11
H -2.878 -4.424 -1.808  0.12
H -0.519 -4.943 -1.149  0.11
H 1.198 -3.210 -1.250  0.13
C -1.066 -3.927 2.576  -0.19
N -0.006 -3.064 1.963  -0.06
C 1.083 -3.729 1.689  -0.16
C 2.341 -3.228 1.418  -0.44
C 3.497 -4.012 1.607  -0.02
C 4.540 -3.094 1.444  -0.10
C 3.975 -1.944 1.043  -0.23
N 2.634 -2.006 0.988  -0.09
C -2.215 -3.071 2.868  -0.28
C -2.831 -2.439 1.784  -0.06
C -3.934 -1.609 1.954  -0.06
C -4.406 -1.452 3.306  -0.09
C -3.862 -2.108 4.369  -0.07
C -2.783 -2.995 4.150  -0.01
H -0.740 -4.361 3.527  0.12
H -1.309 -4.794 1.927  0.14
H 1.035 -4.813 1.824  0.14
H 3.566 -5.002 2.122  0.12
H 5.569 -3.333 1.646  0.10
H 4.498 -1.069 0.847  0.08
H -2.329 -2.597 0.745  0.12
H -4.269 -0.928 1.144  0.12
H -5.198 -0.738 3.391  0.10
H -4.169 -1.949 5.367  0.10
H -2.294 -3.531 4.927  0.11

Properties
HOMO: -9.8 eV
net charge: +1
strongest force on any atom: 3.55 eV/A